1.
70
Properties=species:S:1:pos:R:3:mulliken_charge:R:1 method="wB97M-V/def2-TZVPD" smiles="CN(C)C(=O)C[C@]1(CCCN)OS(=O)(=O)O[C@]1(Cl)CC(=O)I.O=C1OC[C@@H](F)O1.O=C1OC[C@@H](F)O1.O=C1OC[C@@H](F)O1" lumo_ev=0.06
C 0.790 1.509 -0.327 -0.51
N 0.261 0.163 -0.046 0.95
C 1.196 -0.946 -0.365 -0.44
C -0.992 -0.062 -0.637 -0.78
O -1.295 0.305 -1.753 -0.64
C -2.019 -0.845 0.183 -1.20
C -2.282 -0.215 1.587 1.42
C -2.625 1.257 1.300 -0.60
C -3.527 2.026 2.285 -1.11
C -2.752 2.930 3.253 -0.72
N -1.940 3.953 2.584 -0.66
O -1.103 -0.341 2.424 -0.40
S -0.974 -1.882 2.852 1.30
O -0.143 -2.599 1.946 -0.59
O -0.692 -1.992 4.233 -0.67
O -2.508 -2.304 2.462 -0.44
C -3.276 -1.079 2.378 0.65
Cl -3.481 -0.603 4.096 -0.04
C -4.597 -1.322 1.675 -0.68
C -5.642 -1.989 2.547 -0.16
O -5.660 -3.150 2.737 -0.41
I -7.106 -0.655 3.376 0.03
H 1.857 1.496 -0.539 0.00
H 0.258 2.023 -1.125 0.32
H 0.674 2.118 0.578 0.11
H 2.085 -0.577 -0.868 -0.05
H 1.504 -1.453 0.546 0.14
H 0.709 -1.698 -0.988 0.32
H -2.937 -0.784 -0.397 0.61
H -1.665 -1.871 0.254 0.83
H -3.066 1.320 0.308 0.50
H -1.661 1.766 1.256 -0.04
H -4.227 1.396 2.823 0.35
H -4.138 2.706 1.684 0.39
H -3.506 3.473 3.828 0.40
H -2.128 2.345 3.927 0.28
H -2.309 4.162 1.664 0.27
H -0.989 3.636 2.446 0.32
H -4.425 -1.960 0.809 0.45
H -4.945 -0.361 1.297 0.55
O -1.651 -2.169 -7.383 -0.49
C -1.526 -2.238 -6.211 0.55
O -2.541 -2.151 -5.313 -0.34
C -2.010 -2.428 -4.014 -0.16
C -0.553 -2.092 -4.198 0.47
F 0.249 -2.874 -3.428 -0.31
O -0.334 -2.402 -5.561 -0.35
H -2.160 -3.482 -3.776 0.28
H -2.486 -1.814 -3.254 0.06
H -0.308 -1.044 -4.019 0.31
O 3.548 2.284 -1.393 -0.55
C 4.020 1.579 -2.224 0.66
O 3.334 0.639 -2.908 -0.23
C 4.202 0.097 -3.909 -0.48
C 5.567 0.417 -3.339 0.32
F 6.479 0.666 -4.310 -0.31
O 5.317 1.608 -2.614 -0.33
H 4.037 0.616 -4.855 0.29
H 4.022 -0.966 -4.041 0.29
H 5.964 -0.336 -2.658 0.27
O 4.593 -0.172 -0.254 -0.48
C 4.606 0.200 0.872 0.58
O 5.587 0.938 1.428 -0.32
C 5.164 1.320 2.744 -0.46
C 4.137 0.253 3.061 0.26
F 3.136 0.721 3.840 -0.29
O 3.626 -0.057 1.775 -0.10
H 4.709 2.309 2.706 0.29
H 6.005 1.331 3.431 0.28
H 4.544 -0.653 3.513 0.27


2.
115
Properties=species:S:1:pos:R:3:mulliken_charge:R:1 method="wB97M-V/def2-TZVPD" lumo_ev=0.25
Mg -1.799 0.596 -1.945 0.16
Cl -0.228 1.604 -0.531 -0.54
Cl -1.520 -1.000 -3.643 -0.71
C -4.903 0.478 -2.388 -0.77
O -3.676 1.249 -2.430 -0.21
C -3.732 2.397 -3.366 -0.43
C -2.426 2.455 -4.121 -0.76
O -1.374 2.442 -3.106 -0.27
C -0.072 2.912 -3.693 -0.65
H -5.182 0.038 -3.342 0.34
H -5.647 1.067 -1.989 0.41
H -4.705 -0.378 -1.682 0.03
H -4.152 3.208 -2.770 0.37
H -4.553 2.156 -4.076 0.45
H -2.444 3.435 -4.648 0.44
H -2.252 1.592 -4.853 0.25
H -0.361 3.917 -3.991 0.46
H 0.227 2.287 -4.473 0.49
H 0.593 2.906 -2.814 -0.23
C 0.507 -4.876 -1.974 -0.97
O -0.922 -4.899 -1.941 -0.18
C -1.482 -5.586 -2.982 -0.47
C -3.025 -5.420 -2.819 -0.48
O -3.529 -6.076 -1.715 -0.28
C -3.793 -7.479 -1.931 -0.74
H 0.802 -3.838 -2.045 0.21
H 0.948 -5.566 -2.668 0.50
H 0.809 -5.230 -1.024 0.31
H -1.361 -6.690 -2.954 0.26
H -1.215 -5.292 -3.988 0.44
H -3.554 -5.696 -3.754 0.45
H -3.182 -4.353 -2.600 0.06
H -2.978 -8.105 -2.190 0.30
H -4.541 -7.536 -2.805 0.30
H -4.348 -7.842 -1.027 0.24
C -1.243 -3.683 2.601 -0.82
O -1.812 -2.661 1.788 -0.29
C -1.407 -2.693 0.416 -0.22
C -2.431 -2.045 -0.486 -0.55
O -2.506 -0.591 -0.405 1.51
C -3.095 -0.101 0.833 -0.69
H -0.215 -3.755 2.472 0.37
H -1.663 -4.651 2.378 0.32
H -1.467 -3.477 3.701 0.16
H -1.271 -3.699 0.052 0.67
H -0.418 -2.162 0.294 -0.15
H -3.462 -2.449 -0.480 0.35
H -2.110 -2.191 -1.510 -0.03
H -2.650 0.889 1.136 0.21
H -2.853 -0.805 1.623 0.13
H -4.202 -0.072 0.732 0.25
C 0.701 5.673 1.916 -0.68
O 1.857 4.939 2.021 -0.44
C 1.830 3.681 1.395 0.01
C 2.759 3.645 0.218 -0.30
O 2.315 4.589 -0.818 -0.33
C 3.202 4.600 -1.888 -0.64
H -0.231 5.140 1.956 0.27
H 0.707 6.124 0.930 0.27
H 0.679 6.521 2.640 0.27
H 0.840 3.424 1.065 0.27
H 2.113 2.901 2.144 -0.10
H 2.718 2.668 -0.274 0.07
H 3.806 3.840 0.392 0.55
H 3.142 3.672 -2.539 0.01
H 4.268 4.681 -1.664 0.42
H 3.016 5.485 -2.507 0.36
C 4.631 3.811 -5.625 -0.65
O 3.746 2.824 -6.111 -0.33
C 4.188 1.462 -5.837 -0.67
C 3.753 0.967 -4.454 -0.12
O 2.380 0.705 -4.460 -0.30
C 1.955 0.292 -3.171 0.03
H 4.661 3.744 -4.511 0.19
H 4.111 4.728 -5.778 0.28
H 5.699 3.728 -5.932 0.33
H 5.283 1.485 -6.006 0.37
H 3.800 0.817 -6.631 0.31
H 3.998 1.762 -3.739 0.12
H 4.314 0.006 -4.238 0.27
H 2.614 -0.603 -2.936 0.45
H 0.877 0.038 -3.234 -0.21
H 2.029 1.115 -2.472 -0.14
C -2.142 2.866 7.057 -0.71
O -2.006 1.449 7.143 -0.34
C -1.784 0.829 5.873 -0.24
C -1.882 -0.649 5.847 -0.39
O -0.824 -1.467 6.234 -0.21
C -0.469 -1.569 7.554 -0.76
H -1.270 3.225 6.517 0.29
H -2.230 3.156 8.068 0.25
H -3.046 3.041 6.525 0.30
H -0.831 1.170 5.404 0.23
H -2.620 1.089 5.176 0.35
H -1.991 -0.915 4.808 0.02
H -2.794 -0.948 6.391 0.40
H -0.045 -0.662 8.025 0.25
H 0.300 -2.354 7.599 0.23
H -1.360 -1.860 8.127 0.34
C 3.002 -2.290 0.854 -0.68
O 2.470 -1.657 1.985 -0.39
C 2.383 -0.230 1.929 -0.12
C 2.243 0.144 3.388 -0.14
O 3.511 0.284 3.944 -0.40
C 3.457 0.220 5.425 -0.87
H 2.580 -1.829 -0.038 0.16
H 2.774 -3.365 0.965 0.22
H 4.065 -2.104 0.838 0.35
H 1.584 -0.040 1.214 0.12
H 3.236 0.299 1.538 0.37
H 1.661 -0.589 3.954 0.37
H 1.673 1.078 3.409 0.13
H 2.632 0.655 5.917 0.35
H 4.374 0.613 5.841 0.29
H 3.458 -0.790 5.770 0.33


3.
92
Properties=species:S:1:pos:R:3:mulliken_charge:R:1 method="wB97M-V/def2-TZVPD" relative_energy_ev=2.583 lumo_ev=-0.39
C -1.314 4.197 -1.346 -1.33
C -1.433 2.733 -1.972 0.93
C -1.701 2.801 -3.540 -0.93
N -1.679 1.406 -4.242 0.26
C -3.035 0.679 -3.936 -0.83
C -1.488 1.446 -5.755 -0.56
C -0.937 0.059 -6.175 -0.68
C -0.383 -0.581 -4.917 -0.69
C -0.427 0.485 -3.802 -0.16
H -0.780 4.820 -2.063 0.43
H -0.704 4.159 -0.443 0.18
H -2.235 4.733 -1.117 0.38
H -2.229 2.122 -1.545 -0.42
H -0.449 2.336 -1.720 0.08
H -0.851 3.306 -4.000 0.45
H -2.624 3.322 -3.794 0.31
H -2.984 0.210 -2.954 0.07
H -3.236 -0.130 -4.638 0.48
H -3.857 1.365 -4.144 0.32
H -2.446 1.616 -6.246 0.36
H -0.797 2.275 -5.910 0.48
H -1.741 -0.597 -6.510 0.38
H -0.141 0.255 -6.894 0.31
H -1.039 -1.425 -4.703 0.12
H 0.566 -1.099 -5.052 0.57
H -0.677 0.046 -2.836 0.03
H 0.352 1.247 -3.768 0.40
Cl 1.209 -0.086 0.032 1.36
O 1.931 -0.671 -1.074 -0.81
O 1.589 1.294 0.168 -0.72
O -0.204 -0.210 -0.208 -0.27
O 1.620 -0.801 1.220 -0.41
C 8.864 2.240 3.282 -0.66
O 7.469 2.359 3.040 -0.32
C 6.761 1.238 3.020 0.79
O 7.056 0.128 3.445 -0.57
O 5.525 1.580 2.567 -0.27
C 4.352 0.857 2.865 -0.45
H 9.384 3.193 3.374 0.25
H 9.396 1.525 2.654 0.29
H 8.895 1.758 4.259 0.30
H 3.852 1.194 3.773 0.27
H 4.648 -0.185 2.991 0.26
H 3.600 0.943 2.080 0.09
C 4.716 -2.668 0.779 -0.57
O 3.996 -3.106 1.923 -0.17
C 3.134 -4.153 1.837 0.82
O 2.720 -4.788 0.806 -0.58
O 2.626 -4.443 3.113 -0.34
C 3.014 -3.851 4.319 -0.52
H 5.364 -1.823 1.012 0.14
H 3.939 -2.245 0.142 0.23
H 5.429 -3.371 0.347 0.34
H 4.084 -3.716 4.479 0.28
H 2.501 -4.362 5.133 0.24
H 2.628 -2.838 4.200 0.20
C -6.773 -1.737 -1.997 -0.68
O -5.758 -0.698 -1.695 -0.28
C -5.098 -0.801 -0.559 0.79
O -5.403 -1.526 0.408 -0.61
O -4.164 0.193 -0.583 -0.27
C -3.381 0.509 0.570 -0.54
H -6.266 -2.699 -2.064 0.28
H -7.176 -1.546 -2.992 0.27
H -7.652 -1.867 -1.366 0.30
H -4.123 0.499 1.368 0.50
H -3.018 1.494 0.277 0.22
H -2.560 -0.177 0.776 0.08
C -2.610 -2.987 -1.552 -0.58
O -1.373 -3.798 -1.507 -0.34
C -0.677 -3.914 -0.469 0.75
O 0.292 -4.729 -0.329 -0.63
O -1.056 -3.124 0.578 -0.28
C -0.501 -3.115 1.871 -0.01
H -2.657 -2.030 -1.031 0.09
H -3.450 -3.666 -1.403 0.42
H -2.759 -2.769 -2.609 0.30
H 0.559 -2.891 1.757 -0.32
H -0.537 -3.973 2.543 0.40
H -0.920 -2.256 2.395 0.09
C -2.004 2.023 4.806 -0.52
C -1.886 3.430 4.746 -0.52
C -1.095 3.918 3.737 -0.41
C -0.526 3.112 2.819 -0.43
C -0.651 1.739 2.801 0.15
C -1.425 1.193 3.845 -0.57
H -2.449 1.567 5.678 0.37
H -2.380 4.023 5.501 0.41
H -0.953 4.989 3.743 0.36
H 0.088 3.647 2.109 0.46
H -0.085 1.049 2.193 0.22
H -1.401 0.139 4.079 0.41


| no. | total energy (Eh) | HOMO level (eV) |
| --- | --- | --- |
| 1 | -3472.09022 | -9.1 |
| 2 | -3282.47441 | -9.1 |
| 3 | -2737.85603 | -8.9 |